Entry 1:
Entry from the Open Molecules 2025 dataset: a structure of composition C20H14F6N5O5S4 (ωB97M-V/def2-TZVPD).

Computed properties:
- Relative energy (zero: lowest compared OMol25 entry of this formula, charge and spin): 0.0 kcal per mole
- Total charge: -1

```
54
Properties=species:S:1:pos:R:3:mulliken_charge:R:1
C -1.004 7.540 1.095 -0.747
C -0.203 6.477 1.287 -0.200
C 0.004 5.366 0.272 -0.714
C -0.085 4.011 0.949 0.170
C 0.704 3.723 2.062 -1.008
C 0.655 2.494 2.709 1.127
N 1.501 2.252 3.818 -0.564
C -0.203 1.498 2.245 0.239
N -0.308 0.181 2.816 -0.350
C -0.511 0.093 4.016 0.442
S -0.418 -0.171 5.554 -0.332
C -0.980 1.782 1.129 0.946
C -0.937 3.013 0.478 -1.006
N -1.736 3.244 -0.698 -0.189
C -1.524 2.208 -1.665 -0.248
C -1.166 2.497 -2.972 -0.452
C -0.965 1.468 -3.870 0.152
N -0.549 1.784 -5.243 -0.689
C 0.669 1.828 -5.319 0.671
O 1.825 1.865 -5.314 -0.417
C -1.138 0.132 -3.543 -0.707
C -1.494 -0.180 -2.229 1.027
C -1.689 -1.639 -1.826 -1.701
C -1.662 0.859 -1.318 0.263
S -2.077 0.583 0.402 -0.381
H -1.689 7.814 1.897 0.238
H -1.025 8.109 0.168 0.289
H 0.313 6.373 2.242 0.278
H 1.008 5.422 -0.185 0.312
H -0.705 5.416 -0.551 0.377
H 1.385 4.498 2.403 0.212
H 2.114 3.045 3.944 0.231
H 2.038 1.402 3.696 0.240
H -2.722 3.258 -0.441 0.300
H -1.039 3.533 -3.268 0.494
H -0.983 -0.647 -4.279 0.523
H -0.751 -2.172 -1.667 0.316
H -2.272 -2.096 -2.631 0.412
H -2.309 -1.705 -0.932 0.446
C 2.923 -8.376 0.212 0.656
F 3.135 -9.641 -0.165 -0.223
F 3.096 -8.316 1.540 -0.241
F 3.885 -7.623 -0.343 -0.240
S 1.245 -7.814 -0.284 0.999
O 0.351 -8.691 0.418 -0.652
O 1.237 -7.923 -1.716 -0.647
N 1.367 -6.344 0.297 -0.275
S 0.119 -5.390 0.101 0.950
O -1.052 -5.725 0.861 -0.662
O -0.126 -4.938 -1.244 -0.637
C 0.823 -3.929 0.944 0.707
F 1.947 -3.502 0.344 -0.260
F 1.145 -4.174 2.223 -0.256
F -0.050 -2.924 0.925 -0.221
```


Entry 2:
Entry from the Open Molecules 2025 dataset: a cluster of 2 separate species, C11H22BCl2O4PS2 in total (ωB97M-V/def2-TZVPD).

Computed properties:
- SMILES: CP(C)[C@@]1(S)C[C@](CCCS)(B(O)O)C(=O)O1.ClCCCl

```
43
Properties=species:S:1:pos:R:3:mulliken_charge:R:1
C -1.305 1.602 -1.126 -0.629
P -1.517 1.093 -2.936 0.056
C -3.402 1.259 -3.254 -0.987
C -1.073 -0.723 -3.241 0.579
S -1.531 -0.914 -5.069 -0.268
C 0.484 -1.154 -3.242 -1.424
C 0.822 -1.552 -1.698 1.120
C 1.649 -0.286 -1.178 -1.199
C 1.713 -0.167 0.438 -0.833
C 2.054 1.348 0.905 -0.533
S 0.919 1.867 2.319 -0.206
B 1.460 -3.048 -1.454 0.777
O 2.581 -3.505 -2.238 -0.576
O 0.976 -3.961 -0.441 -0.603
C -0.698 -1.761 -1.233 0.036
O -1.186 -1.958 -0.103 -0.585
O -1.626 -1.741 -2.344 -0.438
H -0.695 0.886 -0.487 0.023
H -0.795 2.630 -1.049 0.287
H -2.339 1.676 -0.635 0.404
H -4.005 0.601 -2.530 0.315
H -3.641 2.346 -2.955 0.335
H -3.650 1.038 -4.341 0.317
H -1.108 0.264 -5.705 0.215
H 1.230 -0.492 -3.787 0.364
H 0.493 -2.160 -3.799 0.433
H 1.238 0.690 -1.631 0.405
H 2.746 -0.335 -1.529 0.377
H 0.799 -0.602 0.955 0.381
H 2.612 -0.795 0.798 0.376
H 3.157 1.449 1.177 0.382
H 1.848 2.105 0.070 0.312
H 0.482 0.623 2.797 0.133
H 2.770 -4.425 -1.931 0.311
H 0.808 -3.482 0.400 0.338
Cl 1.751 1.676 5.752 -0.148
C 0.274 1.658 6.746 -0.407
C -0.927 1.134 5.982 -0.510
Cl -1.454 2.251 4.695 -0.177
H 0.103 2.670 7.116 0.307
H 0.477 1.012 7.602 0.289
H -1.773 1.017 6.662 0.348
H -0.721 0.165 5.525 0.309
```


Entry 3:
Entry from the Open Molecules 2025 dataset: a cluster of 2 separate species, C9H11Cl2NS in total (ωB97M-V/def2-TZVPD).

Computed properties:
- Relative energy (zero: lowest compared OMol25 entry of this formula, charge and spin): 0.0 kcal per mole

```
24
Properties=species:S:1:pos:R:3:mulliken_charge:R:1
C -1.867 0.075 2.066 -0.919
N -0.609 -0.659 2.203 0.180
C -0.583 -2.052 1.776 -1.076
C 0.535 -0.028 2.681 0.100
Cl 2.045 -0.855 2.809 -0.086
H -2.688 -0.491 2.506 0.385
H -1.791 1.033 2.576 0.310
H -2.082 0.263 1.015 0.381
H -1.592 -2.416 1.581 0.354
H 0.006 -2.155 0.867 0.373
H -0.133 -2.663 2.556 0.380
H 0.496 1.005 2.958 0.318
Cl 5.327 3.892 -0.310 -0.237
C 3.881 3.855 0.607 0.402
C 3.799 4.547 1.815 -0.494
C 2.627 4.527 2.545 -0.423
C 1.532 3.822 2.084 -0.633
C 1.597 3.120 0.869 0.175
S 0.274 2.276 0.289 -0.397
C 2.786 3.144 0.139 -0.629
H 4.660 5.093 2.161 0.399
H 2.566 5.067 3.476 0.361
H 0.609 3.810 2.643 0.407
H 2.851 2.617 -0.799 0.371
```


Entry 4:
Entry from the Open Molecules 2025 dataset: an isolated molecule of C9H14NO3P (ωB97M-V/def2-TZVPD).

Computed properties:
- Relative energy (zero: lowest compared OMol25 entry of this formula, charge and spin): 0.2 kcal per mole
- SMILES: COC(=O)/N=C/C=C\C=C/P(C)(C)=O

```
28
Properties=species:S:1:pos:R:3:mulliken_charge:R:1
C -4.106 -1.179 0.575 -0.626
O -3.322 0.004 0.562 -0.354
C -2.268 -0.028 -0.270 0.533
O -1.996 -0.964 -0.989 -0.601
N -1.432 1.018 -0.088 -0.076
C -1.023 1.969 -0.814 0.060
C 0.183 2.696 -0.502 -0.465
C 1.020 2.319 0.476 -0.505
C 0.732 1.242 1.417 -0.355
C 1.247 0.022 1.339 -0.395
P 2.346 -0.445 -0.033 1.069
C 2.802 -2.168 0.386 -1.254
C 1.299 -0.593 -1.527 -0.935
O 3.490 0.465 -0.212 -0.770
H -3.485 -2.043 0.809 0.290
H -4.572 -1.342 -0.400 0.280
H -4.865 -1.028 1.338 0.226
H -1.558 2.272 -1.719 0.415
H 0.433 3.521 -1.152 0.336
H 1.965 2.827 0.615 0.367
H 0.060 1.510 2.228 0.334
H 0.995 -0.732 2.069 0.479
H 3.369 -2.163 1.313 0.357
H 1.916 -2.786 0.493 0.363
H 3.437 -2.556 -0.409 0.360
H 1.834 -1.211 -2.247 0.439
H 0.328 -1.027 -1.309 0.176
H 1.173 0.401 -1.948 0.252
```


Entry 5:
Entry from the Open Molecules 2025 dataset: the ion C6H5O3S with charge -1 (ωB97M-V/def2-TZVPD).

Computed properties:
- Relative energy (zero: lowest compared OMol25 entry of this formula, charge and spin): 34.7 kcal per mole
- SMILES: O=C[C@@]1(C(=O)[O-])CC=CS1
- Total charge: -1

```
15
Properties=species:S:1:pos:R:3:mulliken_charge:R:1
O -1.764 -0.414 -2.516 -0.483
C -1.248 -0.817 -1.512 -0.022
C -0.509 0.142 -0.086 0.620
C -1.530 -0.354 1.066 0.438
O -2.306 0.514 1.348 -0.684
O -1.345 -1.576 1.361 -0.741
C 0.833 -0.535 0.219 -0.726
C 1.826 0.619 0.338 -0.408
C 1.283 1.803 -0.045 -0.357
S -0.420 1.886 -0.214 -0.188
H -1.364 -1.875 -1.163 0.314
H 1.192 -1.213 -0.543 0.270
H 0.622 -1.198 1.088 0.332
H 2.888 0.300 0.547 0.277
H 1.841 2.718 0.112 0.361
```


| no. | electronic energy (a.u.) | HOMO-LUMO gap (eV) |
| --- | --- | --- |
| 1 | -3612.4907 | 8.4885 |
| 2 | -2816.2602 | 8.8442 |
| 3 | -1722.7816 | 4.9011 |
| 4 | -973.1574 | 9.1515 |
| 5 | -855.5358 | 7.2232 |